#one
{"formula": "C6H16", "method": "ωB97M-V/def2-TZVPD", "smiles": "CC(C)C.CC", "gap_ev": 11.832, "total_charge": 0, "multiplicity": 1, "homo_energy_ha": -0.3952, "symbols": ["H", "C", "C", "H", "H", "H", "H", "H", "H", "H", "C", "H", "C", "H", "C", "C", "H", "H", "H", "H", "H", "H"], "xyz": [[-1.03338, -1.63805, 1.04024], [1.99988, -0.32622, -2.08746], [-1.81201, 1.48768, 0.06648], [3.18588, -2.11555, -1.42270], [-1.34903, 2.45234, -0.06212], [-1.84835, -1.12641, -0.17288], [2.78157, 0.53653, -2.32524], [-1.88125, 1.04840, -0.92929], [-2.82690, 1.82083, 0.33999], [-2.48512, 0.31295, 2.40691], [-1.47334, 0.65614, 2.34459], [-0.84629, 0.14605, 3.11491], [-1.01320, 0.55221, 0.93532], [1.92743, -0.89917, -2.93885], [2.69141, -1.21683, -1.05768], [-0.97746, -0.86390, 0.30058], [0.94601, 0.04413, -1.79231], [-0.15114, -1.12555, -0.61417], [3.42054, -0.70611, -0.42114], [2.02094, -1.45749, -0.32951], [0.08263, 0.69627, 0.99359], [-1.35884, 1.72175, 2.61076]]}

=====

#two
{"formula": "C6H16", "method": "ωB97M-V/def2-TZVPD", "smiles": "CCC.CCC", "gap_ev": 11.954, "total_charge": 0, "multiplicity": 1, "homo_energy_ha": -0.3983, "symbols": ["H", "H", "H", "H", "H", "C", "H", "H", "C", "H", "H", "H", "H", "H", "C", "H", "C", "H", "H", "C", "C", "H"], "xyz": [[1.15670, 1.65726, -0.58031], [1.45604, -1.80023, 0.37401], [0.80854, -0.81083, -2.09915], [1.29283, 0.52025, 0.69561], [-1.68762, 0.96843, 0.46649], [0.00092, 2.45777, 1.29146], [1.98699, 2.20904, 1.11057], [-0.84605, -3.19234, -1.18081], [-0.10482, -1.33405, -1.94255], [0.11187, 3.48331, 0.93802], [-0.83898, -0.63963, -1.60561], [-0.64654, -1.54622, -2.99836], [-1.79530, 2.67468, 0.33984], [0.11515, 2.32642, 2.32751], [0.03497, -2.55176, -1.12341], [0.91473, -3.13160, -1.47526], [0.40179, -2.23904, 0.35249], [0.20848, -3.10511, 1.02238], [-0.33234, -1.49875, 0.73146], [-1.38528, 1.94682, 0.96274], [1.20289, 1.66465, 0.57618], [-2.05497, 1.94093, 1.81667]]}

=====

Least stable structure: #one

=====

#one
{"formula": "C4H12NO2", "method": "ωB97M-V/def2-TZVPD", "gap_ev": 7.214, "total_charge": -1, "multiplicity": 1, "homo_energy_ha": -0.1323, "symbols": ["H", "H", "C", "H", "H", "O", "H", "C", "H", "O", "H", "H", "H", "H", "N", "H", "C", "H", "C"], "xyz": [[0.33997, 1.25015, 0.24699], [-0.36153, -1.03933, 1.06588], [1.94951, 2.13495, 2.27082], [0.06138, -2.13495, -1.16833], [-3.70995, -0.64033, -2.82464], [-1.46059, -0.79527, -1.03046], [2.19864, -0.07640, 2.33490], [-0.13415, -1.06812, -0.96765], [0.64111, 0.44542, 2.75471], [-2.78556, -0.71001, -3.08047], [-2.12210, -0.70687, -2.15546], [1.96702, 0.35977, 0.12131], [1.98522, 2.68289, 1.32305], [1.30137, 2.67292, 2.95401], [0.40270, -0.86420, 0.42181], [0.46242, -0.40217, -1.59958], [1.46450, 0.68919, 2.06823], [2.97741, 2.12931, 2.65577], [0.99637, 0.45854, 0.61538]]}

=====

#two
{"formula": "C4H12NO2", "method": "ωB97M-V/def2-TZVPD", "gap_ev": 6.660, "total_charge": -1, "multiplicity": 1, "homo_energy_ha": -0.1009, "symbols": ["H", "H", "O", "C", "H", "O", "H", "C", "H", "N", "H", "H", "H", "H", "H", "H", "C", "C", "H"], "xyz": [[-2.61271, -0.64186, 1.61881], [1.89658, 0.23214, -0.55311], [-3.06263, -0.25484, 0.85829], [1.16339, -0.65742, 1.37328], [-2.32686, -0.12203, 0.25194], [2.19860, -1.15252, 0.66900], [0.42519, 1.23576, -2.33600], [0.83956, 0.83040, 0.95587], [1.37390, 1.56490, 1.57129], [1.21748, 1.01995, -0.44941], [-0.71668, 1.46346, -1.02437], [-0.81581, -0.93511, -0.62881], [-0.21975, 0.99694, 1.09745], [0.21622, -1.23133, 1.14199], [-1.09900, -0.71406, -2.34483], [0.50785, -1.23213, -1.74949], [0.11639, 0.86403, -1.37513], [-0.34511, -0.59506, -1.55799], [1.24339, -0.67122, 2.48119]]}

=====

#three
{"formula": "C4H12NO2", "method": "ωB97M-V/def2-TZVPD", "gap_ev": 5.332, "total_charge": -1, "multiplicity": 1, "homo_energy_ha": -0.0904, "symbols": ["N", "H", "H", "H", "H", "C", "C", "O", "H", "H", "H", "C", "C", "H", "H", "H", "H", "H", "O"], "xyz": [[-0.19896, 1.93476, 1.04504], [0.51581, -0.04999, 2.68762], [-1.19815, -1.86921, 2.78183], [0.18733, -1.08679, -6.17884], [-0.94835, -2.10476, 1.01064], [0.93637, -0.27252, 0.53341], [0.88857, 1.24494, 0.32304], [0.46964, -0.19144, -5.94787], [0.81672, 1.44867, -0.74662], [0.19990, -0.64738, -0.19022], [1.93208, -0.58869, 0.33640], [0.48189, -0.79318, 1.88565], [-0.98004, -1.33824, 1.82631], [-1.03926, 1.34620, 0.97988], [1.07869, -1.65583, 2.21334], [0.06754, 1.92974, 2.01747], [1.77642, 1.73711, 0.74789], [1.07607, -0.33722, -5.20833], [-1.91818, -0.40068, 1.48537]]}

=====

#four
{"formula": "C4H12NO2", "method": "ωB97M-V/def2-TZVPD", "gap_ev": 5.277, "total_charge": -1, "multiplicity": 1, "homo_energy_ha": -0.1335, "symbols": ["O", "C", "H", "O", "C", "C", "C", "H", "H", "H", "H", "H", "H", "H", "H", "H", "H", "H", "N"], "xyz": [[2.06309, 0.79058, 0.75532], [1.06280, -0.06400, 1.17540], [-1.26991, -1.41990, 1.34893], [2.93893, 0.17141, -1.42665], [-1.73959, 0.88423, -0.23508], [-0.40330, 0.29435, -0.89288], [0.19301, -0.68899, 0.08475], [-2.80701, -0.73419, 0.42160], [1.43347, -0.86599, 1.83749], [2.47155, -0.63585, -1.65574], [0.40563, 0.99730, -1.08902], [-2.11710, 1.78708, -0.71548], [0.77885, -1.51004, -0.31806], [-0.80696, -1.15545, 0.71387], [2.40645, 0.60066, -0.52428], [0.36281, 0.50017, 1.81915], [-1.41501, 1.21855, 0.80107], [-0.68631, -0.18780, -1.81597], [-2.87140, 0.01790, -0.28442]]}

=====

Least stable structure: #four

=====

#one
{"formula": "C4H12NO2", "method": "ωB97M-V/def2-TZVPD", "gap_ev": 6.956, "total_charge": -1, "multiplicity": 1, "homo_energy_ha": -0.1047, "symbols": ["H", "H", "C", "C", "H", "O", "O", "H", "H", "C", "H", "H", "H", "N", "H", "H", "H", "H", "C"], "xyz": [[-0.73057, -1.73027, -0.77826], [-1.87401, 0.66055, 0.05840], [0.69444, -0.20269, -0.31419], [1.61852, 0.85505, -0.97766], [-0.46826, -1.22228, 1.59041], [-0.70582, 2.38212, -0.06134], [-0.64777, -2.06355, 2.16499], [-1.60519, 1.45272, 1.58904], [1.14255, 1.10910, -1.92627], [-1.11081, 1.32958, 0.60361], [0.66380, 0.71640, 1.47267], [-1.05968, -0.33405, -1.68089], [1.75715, 1.71422, -0.33916], [-0.04560, 0.28012, 0.88944], [-1.59474, -1.98681, 2.32176], [0.34303, -1.33696, -2.11409], [1.32765, -1.00537, 0.07708], [2.51145, 0.29029, -1.28964], [-0.21613, -0.90816, -1.28590]]}

=====

#two
{"formula": "C4H12NO2", "method": "ωB97M-V/def2-TZVPD", "gap_ev": 6.521, "total_charge": -1, "multiplicity": 1, "homo_energy_ha": -0.0961, "symbols": ["O", "H", "C", "H", "H", "C", "H", "C", "H", "O", "H", "N", "H", "H", "C", "H", "H", "H", "H"], "xyz": [[1.00673, -2.14548, 3.30249], [-2.68763, 1.29754, -1.16075], [-0.83874, 0.30538, -0.66643], [0.81122, 1.48859, 1.48430], [-1.18431, 0.32547, 0.38801], [1.28847, 0.64893, 0.90703], [-1.30662, 2.37760, -1.37548], [0.67660, 0.43032, -0.56449], [1.08594, -1.59740, 2.50057], [2.59493, 0.70707, 0.87591], [1.37448, -3.00943, 3.05523], [-1.22335, -1.05255, -1.16465], [1.18704, -0.43488, -0.97328], [-1.18274, -1.12081, -2.18434], [-1.63172, 1.33929, -1.44716], [-0.48421, -1.68429, -0.89692], [-1.44094, 1.07130, -2.50487], [1.09958, 1.32191, -1.05351], [0.85526, -0.26857, 1.47835]]}

=====

Least stable structure: #two

=====

#one
{"formula": "C4H10O3", "method": "ωB97M-V/def2-TZVPD", "smiles": "CCC(=O)OC.O", "gap_ev": 11.087, "total_charge": 0, "multiplicity": 1, "homo_energy_ha": -0.3765, "symbols": ["C", "H", "C", "H", "H", "C", "H", "C", "H", "H", "O", "O", "H", "O", "H", "H", "H"], "xyz": [[-0.82471, 0.20752, 0.28745], [1.72495, 0.29920, 0.45868], [-3.05342, 0.65631, 1.05689], [1.37377, 0.98448, 2.07620], [-4.06744, 0.89559, 0.69478], [-2.19439, 0.62292, -0.22482], [-3.05994, -0.36584, 1.47136], [1.23445, 1.13089, 0.99188], [4.47124, -2.83442, -3.10752], [-2.72364, -0.13522, -0.83355], [-0.11593, 1.28843, 0.62657], [-0.45215, -0.98590, 0.36769], [-2.25149, 1.58768, -0.76467], [5.07249, -3.42179, -2.59589], [1.72442, 2.07453, 0.69847], [-2.79251, 1.36151, 1.86388], [5.93433, -3.36585, -3.06745]]}

=====

#two
{"formula": "C4H10O3", "method": "ωB97M-V/def2-TZVPD", "smiles": "COC[C@@H](O)CO", "gap_ev": 11.149, "total_charge": 0, "multiplicity": 1, "homo_energy_ha": -0.3773, "symbols": ["C", "H", "H", "H", "H", "H", "C", "C", "O", "C", "O", "H", "H", "H", "H", "O", "H"], "xyz": [[-2.08802, -0.46011, -0.39030], [-2.94683, -0.77740, 0.21920], [0.65161, -1.32672, -1.11677], [2.97107, 0.18112, -1.08866], [-2.09855, -1.03440, -1.32363], [2.00600, 1.61019, -0.62914], [2.46876, 0.68615, -0.25083], [0.41832, -0.45262, -0.49050], [-2.17932, 0.90570, -0.72547], [-0.80142, -0.72052, 0.38960], [-0.81312, 0.19835, 1.46723], [0.19565, 0.40452, -1.14062], [-1.92967, 1.36602, 0.09226], [-0.78406, -1.75498, 0.76471], [3.20796, 0.93982, 0.51252], [1.51005, -0.14806, 0.35815], [0.12302, 0.35819, 1.67120]]}

=====

Least stable structure: #two

=====

#one
{"formula": "C4H10O3", "method": "ωB97M-V/def2-TZVPD", "smiles": "C=C(CO)CO.O", "gap_ev": 9.660, "total_charge": 0, "multiplicity": 1, "homo_energy_ha": -0.3438, "symbols": ["O", "H", "O", "O", "H", "H", "H", "H", "H", "H", "C", "H", "C", "H", "C", "H", "C"], "xyz": [[-3.62415, -0.31307, -0.17441], [1.84336, 2.20250, -0.12466], [-1.24534, -0.03640, 1.15751], [2.78068, -1.05146, 0.43828], [0.09226, 2.31270, 0.50466], [2.71180, 0.38967, -0.98175], [2.62088, -0.76042, 1.35752], [-0.80016, -0.76160, -0.69912], [-3.92915, -1.06371, -0.71167], [1.75972, -1.05842, -1.26705], [0.92934, 1.72273, 0.19919], [0.12778, -1.43972, 0.58478], [0.84359, 0.39984, -0.02833], [-3.65754, 0.42031, -0.75340], [2.03116, -0.30571, -0.51838], [-2.14614, -0.13911, 0.78132], [-0.33809, -0.51811, 0.23551]]}

=====

#two
{"formula": "C4H10O3", "method": "ωB97M-V/def2-TZVPD", "smiles": "C=C/C=C/O.O.O", "gap_ev": 9.246, "total_charge": 0, "multiplicity": 1, "homo_energy_ha": -0.3137, "symbols": ["C", "C", "O", "H", "H", "C", "H", "C", "H", "H", "O", "H", "O", "H", "H", "H", "H"], "xyz": [[0.51584, -2.07843, 1.22459], [1.93789, -2.08498, 0.75652], [-0.99712, 5.27020, -2.37408], [-1.42082, 5.46150, -1.54404], [0.31261, -2.95732, 1.82405], [-0.24526, -1.05580, 0.84905], [-2.65898, 1.52898, -0.36645], [2.80679, -3.07517, 0.67085], [0.05508, -0.31279, 0.11590], [2.27478, -1.05250, 0.66626], [-2.23264, 1.91181, -1.11603], [-2.76446, 1.74569, -1.87207], [-1.50540, -0.77038, 1.25777], [3.81776, -2.91850, 0.30995], [-0.45339, 6.00170, -2.66980], [2.67061, -4.13231, 0.88425], [-2.11328, -1.48169, 1.38328]]}

=====

#three
{"formula": "C4H10O3", "method": "ωB97M-V/def2-TZVPD", "smiles": "COC[C@@H](O)CO", "gap_ev": 10.333, "total_charge": 0, "multiplicity": 1, "homo_energy_ha": -0.3468, "symbols": ["H", "H", "O", "C", "C", "C", "C", "H", "O", "H", "H", "H", "H", "H", "O", "H", "H"], "xyz": [[1.07120, -2.10101, -0.25864], [-2.85535, -0.17062, 0.32515], [-0.48330, -0.13284, 1.55349], [0.76540, -1.06121, -0.35179], [-1.94349, -0.08231, -0.30488], [1.98002, 1.00662, -0.22649], [-0.77959, -0.86107, 0.40609], [-1.33450, 1.57686, 0.38487], [-1.62273, 1.27918, -0.49132], [-2.21678, -0.48515, -1.28932], [0.17462, -0.66554, -1.13013], [-1.14109, -1.88396, 0.58341], [1.02860, 1.48545, -0.47796], [0.49534, -0.13561, 1.55123], [1.75321, -0.30076, 0.27972], [2.61787, 0.96436, -1.11702], [2.49056, 1.56760, 0.56358]]}

=====

#four
{"formula": "C4H10O3", "method": "ωB97M-V/def2-TZVPD", "smiles": "C1COCOC1.O", "gap_ev": 10.674, "total_charge": 0, "multiplicity": 1, "homo_energy_ha": -0.3618, "symbols": ["C", "C", "H", "O", "H", "H", "H", "C", "O", "H", "H", "C", "O", "H", "H", "H", "H"], "xyz": [[-1.16788, -0.84057, -0.58392], [0.00692, -1.17943, 0.33510], [1.98040, -0.55960, -0.74667], [-0.33552, 1.22763, 1.85739], [-0.25644, -1.03309, 1.40031], [1.92164, -0.26414, 1.01552], [0.28520, -2.24235, 0.20017], [-0.19216, 1.21003, -1.09001], [0.79428, 1.06062, -0.12657], [0.30912, 0.77376, 2.44618], [-2.07246, -1.32565, -0.16931], [1.31549, -0.26872, 0.08923], [-1.37477, 0.59187, -0.68694], [0.02947, 1.10845, 0.95138], [-0.40442, 2.28134, -1.27089], [0.12096, 0.76179, -2.05254], [-0.95984, -1.30195, -1.56845]]}

=====

Least stable structure: #three

=====

#one
{"formula": "C4H10O3", "method": "ωB97M-V/def2-TZVPD", "smiles": "C1COCCO1.O", "gap_ev": 10.133, "total_charge": 0, "multiplicity": 1, "homo_energy_ha": -0.3414, "symbols": ["H", "O", "O", "C", "H", "H", "H", "C", "O", "H", "H", "C", "H", "H", "H", "C", "H"], "xyz": [[2.99897, -1.06207, 0.81423], [-0.42729, -1.08281, 6.61352], [2.66814, 0.73572, -0.07472], [1.60582, 1.74205, -0.26135], [0.54151, 0.74227, -1.92012], [1.86525, -0.05017, 1.75593], [1.30828, 2.10091, 0.74270], [2.16609, -0.33772, 0.73013], [0.00000, 0.00000, 0.00000], [-1.31122, -1.46589, 6.81393], [0.69255, -1.86341, 0.66615], [1.00912, -0.99539, 0.05642], [-0.61068, -0.14467, 6.38004], [1.17378, -1.35297, -0.97821], [-0.46773, 1.78503, -0.87602], [0.35893, 1.04877, -0.87219], [2.03022, 2.60219, -0.81408]]}

=====

#two
{"formula": "C4H10O3", "method": "ωB97M-V/def2-TZVPD", "smiles": "COC(OC)OC", "gap_ev": 10.710, "total_charge": 0, "multiplicity": 1, "homo_energy_ha": -0.3602, "symbols": ["O", "C", "C", "H", "H", "H", "O", "O", "C", "H", "H", "H", "H", "H", "H", "H", "C"], "xyz": [[0.64655, 1.49071, 0.69018], [-0.45980, -0.46357, -2.10152], [-0.67369, 1.65867, 1.37697], [-0.99154, -1.42336, -2.02153], [-0.20542, -1.00162, 1.47812], [1.25730, -2.06990, 1.72702], [-0.49391, 0.09474, -0.79091], [1.45864, -0.62596, 0.25088], [0.59011, -1.58855, 0.97114], [1.41615, 0.81214, -0.96245], [-1.47201, 1.72913, 0.59726], [0.16055, -2.31807, 0.21488], [-1.08577, 0.27887, -2.68670], [0.59364, -0.48256, -2.41637], [-0.56121, 2.64123, 1.85131], [-0.90322, 0.84486, 2.11835], [0.72363, 0.42322, -0.29664]]}

=====

Least stable structure: #two